No. 1
73
Properties=species:S:1:pos:R:3 method="wB97M-V/def2-TZVPD" multiplicity=1 homo_ev=-9.2192 smiles="CC(=O)OC(=O)C[C@]1([PH2]=N)CCS(=O)(=O)OC1.O=C1C=C(O)C(=O)C=C1O.O=C1C=C(O)C(=O)C=C1O.O=C1C=C(O)C(=O)C=C1O" orbital_gap_ev=7.62 total_charge=0 total_energy_ev=-85848.88782
C -0.20089 3.04946 1.08812
C -0.83343 1.66022 1.08380
O -1.20885 1.21853 0.07104
O -1.05397 0.88622 2.22204
C 0.02651 0.85161 3.09762
O 0.41953 1.78058 3.67876
C 0.70944 -0.51353 3.37229
C 2.01815 -0.73358 2.57247
P 3.52617 -0.90266 3.69419
N 3.18451 -0.76751 5.23155
C 2.33083 0.42336 1.54260
C 3.60106 0.12748 0.66721
S 3.25783 -1.44698 -0.17162
O 2.05860 -1.26386 -0.94220
O 4.31656 -1.86301 -1.03183
O 2.98972 -2.48447 1.05345
C 1.81447 -2.07012 1.76390
H -0.60613 3.64651 0.26396
H -0.39888 3.50277 2.07573
H 0.89781 2.97544 1.01815
H -0.03061 -1.28473 3.07339
H 0.82452 -0.58237 4.46493
H 4.44595 0.12499 3.34790
H 4.15742 -2.15782 3.45542
H 3.67588 0.03384 5.62206
H 2.40678 1.40267 2.04242
H 1.48477 0.40362 0.82492
H 3.71325 0.93609 -0.06987
H 4.51798 -0.00696 1.25699
H 1.56429 -2.87423 2.47978
H 0.92339 -1.95071 1.12273
O -2.79854 2.92912 -1.48436
C -3.34087 2.48954 -2.47951
C -4.18885 3.31456 -3.33775
C -4.78060 2.78797 -4.41415
O -5.56047 3.51635 -5.22072
C -4.60515 1.34811 -4.78051
O -5.18354 0.91761 -5.76286
C -3.74311 0.52677 -3.94344
C -3.14135 1.04652 -2.86225
O -2.34809 0.30188 -2.09098
H -4.31136 4.35316 -3.06357
H -5.86357 2.90206 -5.91745
H -3.61263 -0.50690 -4.23122
H -2.01240 0.87088 -1.35762
O 3.63629 -4.85696 -2.91690
C 4.28254 -4.54017 -3.89716
C 5.30539 -3.49815 -3.87511
C 5.97240 -3.18323 -4.99017
O 6.91810 -2.23501 -5.00645
C 5.69954 -3.87393 -6.28952
O 6.32240 -3.53662 -7.27972
C 4.69411 -4.93170 -6.30776
C 4.02877 -5.24969 -5.19194
O 3.10296 -6.21410 -5.17034
H 5.49183 -3.00444 -2.93128
H 7.24128 -2.20205 -5.92726
H 4.51813 -5.43510 -7.24815
H 2.77455 -6.24220 -4.25067
O -3.84976 0.16511 5.82409
C -4.32391 1.07387 5.16829
C -3.67955 1.61074 3.97518
C -4.23620 2.62115 3.30116
O -3.66810 3.13249 2.20118
C -5.52739 3.23892 3.73900
O -5.98241 4.16893 3.10035
C -6.18608 2.68741 4.91965
C -5.62953 1.67319 5.59225
O -6.20541 1.14223 6.67563
H -2.74804 1.16130 3.66752
H -4.26257 3.84829 1.90321
H -7.12661 3.12975 5.21684
H -5.60484 0.43150 6.97256

***

No. 2
14
Properties=species:S:1:pos:R:3 method="wB97M-V/def2-TZVPD" multiplicity=1 homo_ev=-15.3871 smiles="CCNC=[NH2+]" orbital_gap_ev=11.92 total_charge=+1 total_energy_ev=-6230.91799
C 1.40329 1.22090 0.14934
C 0.75088 0.16007 1.05705
N -0.31955 -0.66405 0.46837
C -0.94919 -0.39084 -0.62674
N -1.92591 -1.08999 -1.15990
H 0.98944 2.19749 0.39747
H 2.45721 1.19897 0.38338
H 1.28423 1.06534 -0.91616
H 1.52680 -0.51206 1.37977
H 0.35141 0.67328 1.92123
H -0.54569 -1.50704 0.98184
H -0.64691 0.52178 -1.11531
H -2.11235 -2.03269 -0.84437
H -2.26367 -0.84117 -2.07598

***

No. 3
49
Properties=species:S:1:pos:R:3 method="wB97M-V/def2-TZVPD" multiplicity=1 homo_ev=-8.2792 smiles="COc1cccc(NC(=O)CSc2nc3ccccc3c(=O)n2Cc2cccs2)c1" orbital_gap_ev=8.71 total_charge=0 total_energy_ev=-55406.74434
C -6.33881 -0.76327 -2.45689
O -6.45238 -0.29468 -1.13629
C -5.41422 -0.49323 -0.27780
C -5.59396 -0.00856 1.01925
C -4.59481 -0.16384 1.95568
C -3.40335 -0.79438 1.63587
C -3.21740 -1.27126 0.34680
N -2.03479 -1.89395 -0.07355
C -0.86895 -2.03293 0.61009
O -0.70587 -1.80220 1.78378
C 0.24906 -2.61747 -0.25771
S 1.82206 -1.83157 0.18316
C 1.28790 -0.16465 0.13420
N 0.11944 0.06326 -0.35239
C -0.35403 1.34638 -0.33087
C -1.63841 1.61715 -0.81447
C -2.12876 2.90149 -0.77453
C -1.35601 3.94588 -0.26786
C -0.08665 3.69808 0.20169
C 0.42593 2.39942 0.17731
C 1.76715 2.12845 0.67622
O 2.53900 2.95887 1.10758
N 2.13532 0.77500 0.62953
C 3.45526 0.40805 1.10858
C 4.34462 -0.01289 -0.01566
C 4.38311 0.47675 -1.28449
C 5.36417 -0.14957 -2.08585
C 6.05688 -1.10028 -1.41205
S 5.52257 -1.25893 0.21465
C -4.22412 -1.12381 -0.60891
H -7.27620 -0.50073 -2.94458
H -5.51076 -0.28039 -2.98690
H -6.20857 -1.85014 -2.48953
H -6.52338 0.48124 1.25975
H -4.74036 0.21206 2.95670
H -2.62523 -0.90900 2.36943
H -2.01475 -2.11829 -1.05847
H 0.07793 -2.47519 -1.32344
H 0.38314 -3.67604 -0.03177
H -2.23252 0.80554 -1.20146
H -3.12564 3.10295 -1.13822
H -1.75697 4.94765 -0.24446
H 0.53651 4.48500 0.59891
H 3.85387 1.30443 1.60054
H 3.36656 -0.39765 1.84427
H 3.73702 1.26154 -1.63728
H 5.54290 0.10430 -3.11519
H 6.85556 -1.72134 -1.76507
H -4.05663 -1.50568 -1.60582